Entry 1:
Molecular formula: C12H24NO15Tl
Method: DFT, wB97M-V/def2-TZVPD

Computed properties:
* ΔE to the lowest compared entry with this formula, charge and spin: 35.20 kcal/mol
* total charge: +3
* <S²>: 1.78
* HOMO energy (alpha / beta): -17.18 / -17.19 eV
* multiplicity: 2
* HOMO-LUMO gap (alpha / beta): 4.7405 / 2.5433 eV
* total energy: -49687.1970 eV

Last column: Mulliken spin population.
CARTESIAN COORDINATES (ANGSTROEM)
Tl  -16.77632  1.36434  21.64304  0.001
N  -18.35305  0.05491  18.18517  0.000
O  -17.69028  0.00013  19.22828  -0.224
O  -18.75986  1.10996  17.78449  -0.525
O  -18.54375  -0.94480  17.52648  -0.246
C  -19.09816  -3.06743  10.01634  0.007
O  -19.18363  -2.73088  11.39005  0.176
C  -18.41153  -1.70136  12.00693  -0.101
O  -17.76086  -0.80203  11.46362  0.818
O  -18.61585  -1.80029  13.28646  0.069
C  -18.09084  -1.01751  14.27409  0.025
H  -18.58778  -4.01022  9.81945  0.005
H  -18.50021  -2.32406  9.48912  -0.001
H  -20.13524  -3.07800  9.68103  0.001
H  -17.34930  -1.64821  14.76442  0.003
H  -18.87838  -0.61861  14.91344  0.012
H  -17.37095  -0.29760  13.88476  -0.018
C  -17.93161  -4.07609  17.13251  -0.004
O  -17.18841  -4.62253  16.04994  0.094
C  -16.10941  -5.42853  16.33875  -0.102
O  -15.71717  -5.82533  17.43080  0.787
O  -15.71160  -5.92132  15.12191  0.191
C  -14.71365  -6.96926  15.07249  0.016
H  -18.68933  -3.40356  16.73041  0.001
H  -17.34454  -3.51655  17.86077  0.002
H  -18.44764  -4.84807  17.70333  0.001
H  -14.20515  -7.06113  16.03221  -0.002
H  -14.03957  -6.81731  14.22950  0.006
H  -15.18721  -7.95048  15.04011  0.011
C  -22.36531  0.75630  17.54174  0.003
O  -22.21264  0.67789  16.13219  -0.001
C  -21.27467  1.54025  15.61546  -0.001
O  -20.78542  2.52747  16.17910  -0.011
O  -21.02918  1.23427  14.32454  0.000
C  -21.64723  0.19722  13.53195  0.001
H  -21.96874  1.63784  18.04544  0.000
H  -21.81372  -0.03631  18.04732  -0.001
H  -23.37812  0.64382  17.92860  0.000
H  -20.96435  -0.64393  13.41269  -0.001
H  -21.84204  0.56960  12.52622  0.000
H  -22.68259  -0.01957  13.79488  0.000
C  -17.82560  3.66196  13.42703  0.000
O  -16.90362  2.62166  13.74487  0.002
C  -16.77394  2.26467  15.04895  0.000
O  -17.31304  2.79640  16.03603  0.001
O  -15.89309  1.18295  15.07975  -0.001
C  -15.61852  0.46798  16.29437  0.001
H  -17.41203  4.64616  13.64707  0.000
H  -18.69049  3.56108  14.08270  0.000
H  -18.13541  3.69926  12.38265  0.000
H  -16.22781  -0.42592  16.42782  0.002
H  -15.66988  1.16816  17.12816  0.000
H  -14.57787  0.14449  16.31676  0.000

Atoms 1-3, force components in eV/Å:
0.023 0.191 0.199
1.471 -1.607 1.169
-0.367 0.357 -0.216

***

Entry 2:
Molecular formula: C76H63N5O4P2Sn
Method: DFT, wB97M-V/def2-TZVPD

Computed properties:
* total charge: +2
* HOMO energy: -11.25 eV
* HOMO-LUMO gap: 5.2427 eV
* total energy: -119862.2956 eV

Last column: Löwdin charge in e.
CARTESIAN COORDINATES (ANGSTROEM)
Sn  0.24487  -0.28530  0.37643  1.350
C  -6.40528  -0.32975  -8.01504  -0.061
O  -6.78623  -0.28694  -6.64396  -0.065
C  -5.88157  0.16129  -5.75283  -0.281
C  -6.33920  0.34125  -4.44632  0.023
C  -5.48941  0.82121  -3.47431  -0.060
C  -4.14693  1.11156  -3.73866  -0.182
C  -3.71272  0.92852  -5.04652  -0.017
C  -4.55489  0.44954  -6.04628  0.008
C  -3.26504  1.75619  -2.67473  -0.207
C  -1.74964  2.03693  -0.97414  -0.248
C  -3.64344  4.08975  -1.23177  -0.126
C  -2.58924  4.08107  -0.18079  0.033
C  -1.84658  3.02603  0.17850  -0.173
N  -1.14958  2.56509  -1.97411  0.187
C  -1.07724  2.93955  1.47529  -0.317
C  1.60277  2.38992  1.63622  -0.266
C  2.49798  2.53653  2.70358  -0.014
C  3.48844  1.58599  2.51085  -0.029
C  3.19031  0.90796  1.30422  -0.248
C  3.97593  -0.02758  0.52266  0.042
C  5.40431  0.16397  0.35081  -0.130
C  6.12064  -0.48371  -0.69526  -0.008
C  7.46168  -0.30461  -0.88571  0.032
C  8.18391  0.56844  -0.06255  -0.264
O  9.48142  0.67515  -0.31355  -0.033
C  10.26126  1.60233  0.44732  -0.036
C  7.49841  1.30147  0.91365  0.015
C  6.14734  1.11692  1.08642  0.014
C  3.34153  -1.12735  -0.16529  -0.229
N  2.04428  -1.15401  -0.61021  -0.045
C  1.86336  -2.33642  -1.26532  -0.243
C  0.69208  -2.68782  -2.03430  -0.026
C  0.72119  -4.03039  -2.66632  -0.216
C  0.78400  -5.17306  -1.85855  -0.027
C  0.78417  -6.43241  -2.41406  0.022
C  0.74900  -6.58817  -3.80302  -0.278
O  0.76009  -7.85467  -4.25376  -0.063
C  0.77854  -8.06538  -5.66176  -0.059
C  0.70964  -5.46052  -4.61875  0.004
C  0.68912  -4.19637  -4.04425  -0.025
C  -0.41947  -1.90472  -2.25179  -0.223
C  -1.56011  -2.27141  -3.03345  0.049
C  -2.47322  -1.27229  -2.90953  0.008
C  -1.91819  -0.29852  -2.01747  -0.303
N  -0.68971  -0.65751  -1.65160  -0.030
C  3.03481  -3.11676  -1.17661  0.019
C  3.95475  -2.36728  -0.48408  -0.014
N  1.99709  1.37798  0.81286  -0.043
C  -1.05615  4.13695  2.49906  -0.165
C  1.16117  5.54361  2.52316  -0.058
C  0.73662  6.31774  3.69104  0.040
C  -0.51769  6.65849  4.06919  -0.245
O  -0.55932  7.48671  5.14153  -0.075
C  -1.79580  7.85985  5.74758  -0.056
C  -1.80758  6.27726  3.46286  -0.003
C  -2.08900  5.17424  2.76297  -0.019
H  -7.30238  -0.58615  -8.56776  0.097
H  -5.64344  -1.09192  -8.19044  0.096
H  -6.03602  0.64189  -8.34803  0.098
H  -7.37409  0.11372  -4.22235  0.130
H  -5.88931  0.96138  -2.47679  0.117
H  -2.68854  1.14303  -5.32052  0.113
H  -4.16044  0.31024  -7.04302  0.109
H  -4.51959  4.54779  -0.78190  0.145
H  -2.63682  4.93499  0.48796  0.108
H  2.40147  3.20903  3.54300  0.118
H  4.28174  1.35211  3.20258  0.114
H  5.59675  -1.09199  -1.41164  0.108
H  7.98090  -0.80302  -1.69381  0.134
H  11.26516  1.54280  0.04475  0.101
H  10.27186  1.32506  1.50175  0.103
H  9.87996  2.61690  0.33046  0.100
H  8.01402  2.03338  1.51773  0.113
H  5.65974  1.74484  1.80659  0.092
H  0.81536  -5.06140  -0.78053  0.124
H  0.81444  -7.32076  -1.79643  0.128
H  0.82198  -9.13963  -5.80236  0.098
H  1.65764  -7.60415  -6.11517  0.098
H  -0.12678  -7.67439  -6.12924  0.098
H  0.70153  -5.55378  -5.69499  0.108
H  0.67698  -3.32324  -4.68688  0.128
H  -1.68238  -3.18307  -3.59454  0.125
H  -3.43454  -1.22140  -3.38782  0.102
H  3.18248  -4.10006  -1.59183  0.122
H  4.93257  -2.68862  -0.16798  0.123
H  2.22435  5.39284  2.40068  0.151
H  1.52400  6.76866  4.28274  0.131
H  -1.52370  8.38924  6.65421  0.100
H  -2.39756  6.98844  6.00980  0.098
H  -2.36832  8.53046  5.10541  0.095
H  -2.62658  6.95533  3.66156  0.110
H  -3.11485  5.01316  2.45090  0.114
C  -4.22657  1.41323  1.10303  -0.338
C  -3.46229  1.64557  2.43531  -0.362
P  -1.63248  1.33661  2.30701  0.974
C  0.46754  3.28009  1.16440  -0.201
C  0.94816  3.46031  -0.24000  0.083
C  1.46644  4.64808  -0.70113  0.000
C  1.11416  5.83885  -0.08114  0.075
C  0.39178  5.89164  1.13087  -0.078
C  0.23670  4.60735  1.89096  -0.258
C  -1.06104  1.45331  4.03669  -0.383
C  -1.77374  2.05491  5.07623  -0.096
C  -1.28746  2.02526  6.37530  -0.066
C  -0.08040  1.39802  6.65419  -0.066
C  0.63706  0.79099  5.63263  -0.068
C  0.14291  0.80880  4.33651  -0.112
P  -3.40791  0.06095  0.11366  1.101
C  -2.70372  0.89552  -1.44198  -0.294
C  -4.05782  2.98501  -2.17875  -0.122
C  -3.73186  4.33401  -2.75490  -0.126
C  -2.63160  4.45197  -3.73419  -0.023
C  -1.83502  3.43747  -4.04554  -0.028
C  -1.85761  2.18866  -3.21988  -0.228
C  -4.74292  -1.15913  -0.14162  -0.358
C  -5.09701  -1.77527  1.06554  -0.127
C  -6.07948  -2.75050  1.11090  -0.077
C  -6.70687  -3.15471  -0.06053  -0.073
C  -6.34340  -2.57482  -1.26453  -0.061
C  -5.36987  -1.58317  -1.30577  -0.089
H  -4.25343  2.32023  0.50754  0.053
H  -5.25867  1.12892  1.30529  0.087
H  -3.70889  2.61814  2.86704  0.073
H  -3.77374  0.88482  3.15797  0.081
H  0.95121  2.60901  -0.89653  0.104
H  1.96757  4.67593  -1.65930  0.125
H  1.31782  6.77132  -0.59875  0.140
H  -0.29634  6.71182  1.27845  0.156
H  -0.79578  3.70035  3.46613  0.138
H  -2.71444  2.55647  4.87824  0.101
H  -1.85146  2.49331  7.17204  0.111
H  0.29607  1.37738  7.66894  0.111
H  1.57533  0.29529  5.84780  0.110
H  0.70201  0.32240  3.54458  0.078
H  -5.11351  2.76703  -2.11358  0.132
H  -4.57775  4.96100  -3.00573  0.143
H  -2.55556  5.39094  -4.27018  0.114
H  -1.07352  3.53310  -4.81082  0.116
H  -1.36712  1.35598  -3.72920  0.144
H  -4.59246  -1.48062  1.98235  0.094
H  -6.34997  -3.20320  2.05605  0.107
H  -7.47030  -3.92135  -0.03230  0.111
H  -6.82250  -2.88582  -2.18450  0.112
H  -5.10770  -1.15608  -2.25757  0.058
C  -1.74364  -4.28829  3.20076  -0.034
C  -1.22632  -3.35615  2.20379  -0.219
N  -0.82889  -2.62012  1.41878  0.096
H  -1.05257  -4.35266  4.03866  0.093
H  -1.86157  -5.27487  2.75774  0.094
H  -2.71007  -3.94336  3.56260  0.088

Atoms 1-3, force components in eV/Å:
0.263 -0.181 0.031
0.011 -0.022 0.057
-0.022 0.026 -0.089

***

Entry 3:
Molecular formula: C6H17NO3Rb
Method: DFT, wB97M-V/def2-TZVPD

Computed properties:
* ΔE to the lowest compared entry with this formula, charge and spin: 21.62 kcal/mol
* total charge: +1
* HOMO energy: -12.31 eV
* HOMO-LUMO gap: 8.5950 eV
* total energy: -14779.4562 eV

Last column: natural (NBO) charge in e.
CARTESIAN COORDINATES (ANGSTROEM)
Rb  14.06460  9.35624  -4.01536  0.989
C  12.41821  12.33891  -1.41364  -0.096
C  10.94318  12.05674  -1.68971  -0.092
O  10.39020  13.08804  -2.49242  -0.719
O  13.22448  11.33633  -2.06842  -0.792
H  12.63492  12.35969  -0.34738  0.189
H  12.66168  13.30741  -1.85462  0.197
H  10.38996  11.95344  -0.75378  0.188
H  10.83906  11.10686  -2.22099  0.173
H  9.68164  13.52351  -2.01154  0.485
H  14.08091  11.27085  -1.63741  0.481
C  13.25161  14.48701  -5.91397  -0.629
C  13.47801  12.99026  -5.75068  -0.074
C  14.11576  12.39736  -6.99398  -0.052
O  13.18842  12.49762  -8.05623  -0.543
C  13.43261  11.58711  -9.09480  -0.243
N  14.32412  12.67038  -4.57143  -0.888
H  12.78676  14.68136  -6.88128  0.242
H  14.21190  15.00509  -5.88902  0.207
H  12.56414  14.86571  -5.15891  0.221
H  12.50752  12.48988  -5.63580  0.181
H  14.39805  11.34239  -6.84606  0.134
H  15.03930  12.93780  -7.25252  0.178
H  14.41420  11.74612  -9.55696  0.173
H  12.64308  11.71360  -9.83067  0.206
H  13.40045  10.54364  -8.73637  0.149
H  14.64947  13.53085  -4.14547  0.373
H  13.76221  12.22356  -3.85772  0.361

Atoms 1-3, force components in eV/Å:
-0.013 0.186 -0.154
-0.064 0.084 -0.224
-0.160 0.163 0.075

***

Among the records above, which one has the lowest total energy?
C76H63N5O4P2Sn